#one
The following is a quantum chemistry calculation of 10 unconnected molecules or ions with the total composition C50H130N10O15, from OMol25.

Positions of all 205 atoms, in Å:
C  -5.6396  -7.1206  -3.0934
O  -5.5954  -5.7101  -3.1844
C  -6.0998  -4.9806  -2.0558
C  -5.8610  -3.4979  -2.1163
C  -4.3581  -3.1412  -1.9066
N  -6.6518  -2.8200  -1.0799
H  -6.5964  -7.4762  -3.4758
H  -5.5499  -7.5231  -2.0844
H  -4.9445  -7.5663  -3.8049
H  -7.1794  -5.1307  -2.0477
H  -5.8222  -5.4276  -1.1012
H  -6.1879  -3.1342  -3.0905
H  -4.2565  -2.0667  -2.0594
H  -3.6991  -3.6198  -2.6309
H  -4.0803  -3.3557  -0.8746
H  -7.6349  -2.6881  -1.2702
H  -6.5047  -3.2669  -0.1862
C  -0.3025  -2.7218  -4.7925
O  0.6100  -2.4454  -3.7924
C  1.7629  -3.2999  -3.7859
C  2.3239  -3.2190  -2.3298
C  2.8588  -1.8101  -2.1130
N  3.4869  -4.0629  -2.1593
H  -0.9978  -1.8973  -4.9499
H  -0.8580  -3.6414  -4.6085
H  0.2352  -2.9392  -5.7154
H  1.4229  -4.3224  -3.9502
H  2.4553  -2.9220  -4.5382
H  1.4974  -3.4191  -1.6480
H  2.0636  -1.1101  -1.8567
H  3.3907  -1.4830  -3.0064
H  3.6405  -1.6913  -1.3627
H  4.2257  -3.7900  -2.7917
H  3.8394  -3.9655  -1.2178
C  5.1139  0.0127  6.4302
O  5.2037  -0.3076  5.0295
C  4.9520  -1.7205  4.8491
C  4.6802  -2.0216  3.3501
C  3.5546  -1.0993  2.7535
N  4.2845  -3.3482  3.0953
H  5.3535  1.0682  6.5587
H  5.6547  -0.6591  7.0967
H  4.0557  -0.1048  6.6634
H  5.7924  -2.3322  5.1772
H  4.0510  -2.0897  5.3389
H  5.5767  -1.7629  2.7867
H  3.3435  -1.2767  1.6990
H  3.8855  -0.0680  2.8752
H  2.5850  -1.2029  3.2406
H  4.3934  -3.5177  2.1056
H  3.3007  -3.4711  3.2881
C  -1.1649  7.9036  3.9001
O  -1.4810  7.1462  2.6919
C  -0.7370  5.8630  2.6698
C  0.7154  6.0777  1.9804
C  0.6692  6.3971  0.4865
N  1.4783  4.8199  2.1022
H  -1.1699  7.3867  4.8598
H  -1.7488  8.8198  3.9873
H  -0.1387  8.2542  3.7894
H  -0.5974  5.4252  3.6582
H  -1.2038  5.0915  2.0574
H  1.1989  6.9090  2.4936
H  0.1224  5.6440  -0.0808
H  1.6454  6.3599  0.0031
H  0.2523  7.3912  0.3249
H  2.2097  4.9446  1.4169
H  0.8977  4.0784  1.7374
C  -0.8343  -0.8930  -1.3180
O  -0.7342  0.2586  -0.4561
C  0.6297  0.5415  -0.0978
C  0.7508  1.7026  0.9297
C  0.4509  1.2357  2.3761
N  -0.2268  2.7647  0.6836
H  -0.2519  -0.6512  -2.2071
H  -1.8633  -1.1120  -1.6031
H  -0.3348  -1.7531  -0.8721
H  1.0930  -0.4158  0.1411
H  1.1566  0.9114  -0.9774
H  1.7861  2.0300  0.8342
H  1.1243  0.3870  2.4962
H  -0.5763  0.9108  2.5414
H  0.6993  1.9444  3.1660
H  -1.0818  2.2768  0.4576
H  0.0548  3.1650  -0.1999
C  -9.6583  -2.3437  -3.0827
O  -9.1171  -1.5163  -2.1065
C  -9.0570  -0.1682  -2.5546
C  -8.2118  0.6758  -1.6307
N  -6.8098  0.2029  -1.5736
C  -6.0690  1.1030  -0.6698
C  -4.7350  0.4070  -0.1482
O  -4.4259  1.2505  0.9330
C  -3.2820  0.8390  1.7461
H  -9.0704  -2.3780  -3.9999
H  -10.5946  -1.8686  -3.3755
H  -9.8825  -3.3718  -2.7985
H  -10.0568  0.2655  -2.5761
H  -8.6538  -0.0365  -3.5587
H  -8.7156  0.7917  -0.6711
H  -8.1266  1.6718  -2.0652
H  -6.7580  -0.7593  -1.2709
H  -6.6680  1.2256  0.2325
H  -5.8672  2.0504  -1.1698
H  -4.0068  0.4393  -0.9586
H  -4.9535  -0.5941  0.2236
H  -3.4200  -0.0475  2.3651
H  -3.0944  1.5953  2.5083
H  -2.4575  0.6198  1.0678
C  3.5241  -2.1396  -10.5606
O  3.9745  -1.0358  -9.7007
C  5.3540  -1.0448  -9.4913
C  5.8437  0.3395  -8.9856
N  4.9622  0.8920  -7.9465
C  4.9634  0.2140  -6.6689
C  4.0444  0.8303  -5.5566
O  2.6604  0.5126  -5.7119
C  1.8814  0.9658  -4.6314
H  2.4614  -2.3696  -10.4839
H  4.0002  -3.1049  -10.3887
H  3.7715  -1.8570  -11.5839
H  5.8992  -1.1967  -10.4229
H  5.6563  -1.8096  -8.7759
H  5.9618  0.9639  -9.8712
H  6.8650  0.1291  -8.6682
H  4.0234  0.8230  -8.3125
H  5.9894  0.2210  -6.3011
H  4.7494  -0.8542  -6.7038
H  4.2559  1.8988  -5.5160
H  4.3444  0.5253  -4.5540
H  1.9720  2.0323  -4.4250
H  2.0844  0.3616  -3.7472
H  0.8357  0.7972  -4.8885
C  -3.4325  -1.3302  7.3664
O  -2.4956  -0.3280  7.0447
C  -2.4792  0.1489  5.6825
C  -1.3384  1.1423  5.5016
N  -0.0486  0.4628  5.5531
C  1.1043  1.3645  5.7523
C  1.3983  1.4941  7.2104
O  1.5562  0.1687  7.6833
C  1.5370  0.0855  9.0799
H  -3.3958  -2.2109  6.7252
H  -4.4178  -0.8836  7.2328
H  -3.2541  -1.5486  8.4193
H  -3.4139  0.6349  5.4027
H  -2.3275  -0.6933  5.0073
H  -1.4680  1.9249  6.2491
H  -1.3905  1.6964  4.5644
H  -0.0825  -0.1910  6.3221
H  0.9291  2.3830  5.4058
H  1.9100  1.1379  5.0540
H  0.5965  2.0026  7.7457
H  2.3194  2.0731  7.2776
H  1.4989  -0.9563  9.3982
H  0.7790  0.6363  9.6367
H  2.5340  0.4041  9.3840
C  -1.7405  -3.4572  0.7318
O  -1.2144  -3.5855  2.0248
C  -0.2940  -2.5417  2.3855
C  0.1547  -2.6129  3.8799
N  1.2285  -3.6152  4.0298
C  1.6233  -3.8574  5.4280
C  0.7476  -4.9068  6.1134
O  0.6364  -6.0029  5.3016
C  0.0697  -7.1006  6.0159
H  -2.3836  -2.5903  0.5806
H  -2.3890  -4.3289  0.6447
H  -1.0713  -3.5694  -0.1213
H  -0.6841  -1.5629  2.1066
H  0.6240  -2.6135  1.8023
H  -0.7235  -2.8233  4.4903
H  0.5114  -1.6434  4.2276
H  0.8675  -4.5419  3.8537
H  1.6313  -3.0159  6.1208
H  2.6497  -4.2241  5.4423
H  -0.1528  -4.4531  6.5276
H  1.2815  -5.1014  7.0435
H  -0.1398  -8.0064  5.4467
H  -0.8118  -6.8513  6.6065
H  0.8377  -7.4244  6.7184
C  4.2153  7.7728  -5.0611
O  3.8404  6.5790  -4.3186
C  4.8016  5.5944  -4.2850
C  4.0768  4.3517  -3.6693
N  3.7409  4.6996  -2.2687
C  2.5878  3.9506  -1.7707
C  1.2320  4.4592  -2.4414
O  0.1074  3.8111  -1.7872
C  -1.1298  4.2509  -2.2737
H  4.5881  7.4956  -6.0471
H  5.0409  8.2608  -4.5431
H  3.4290  8.5203  -5.1662
H  5.6621  5.8795  -3.6797
H  5.1488  5.3060  -5.2771
H  4.7312  3.4808  -3.6320
H  3.2616  4.0646  -4.3334
H  3.5392  5.6845  -2.3653
H  2.5820  4.1667  -0.7024
H  2.6843  2.8827  -1.9664
H  1.2251  3.9926  -3.4265
H  1.1878  5.5476  -2.4034
H  -1.3535  3.7476  -3.2142
H  -1.0470  5.3194  -2.4726
H  -1.9797  4.1994  -1.5931

The value obtained for the frontier orbital gap is 0.33218 hartree. Its SMILES is COC[C@H](C)N.COC[C@H](C)N.COC[C@H](C)N.COC[C@H](C)N.COC[C@H](C)N.COCCNCCOC.COCCNCCOC.COCCNCCOC.COCCNCCOC.COCCNCCOC.



#two
The following is a quantum chemistry calculation of 10 unconnected molecules or ions with the total composition C50H130N10O15, from OMol25.

Positions of all 205 atoms, in Å:
C  1.5928  1.5998  -1.5478
O  2.8916  2.0867  -1.3565
C  3.8313  1.3508  -2.1189
C  5.2349  1.7846  -1.6646
C  5.5417  3.1795  -2.1861
N  6.2077  0.8880  -2.3020
H  1.1341  1.8214  -2.5209
H  0.8785  1.9659  -0.8087
H  1.5972  0.5107  -1.4075
H  3.7299  0.2732  -1.9338
H  3.6884  1.4928  -3.1943
H  5.3211  1.7097  -0.5766
H  5.6043  3.2043  -3.2755
H  6.5315  3.4708  -1.8252
H  4.7578  3.8811  -1.8999
H  6.3051  0.0313  -1.7665
H  7.1160  1.3344  -2.3206
C  -0.0928  1.5872  8.8478
O  -0.1502  1.3442  7.4678
C  -0.7793  0.1251  7.1366
C  -0.8212  -0.1034  5.6538
C  -1.7164  0.9036  4.9092
N  -1.3073  -1.4476  5.3209
H  0.5858  2.4210  9.0155
H  0.1948  0.7071  9.4306
H  -1.0786  1.9125  9.2077
H  -0.1949  -0.6987  7.5792
H  -1.7551  0.0756  7.6384
H  0.1789  0.1117  5.2527
H  -2.7526  0.7449  5.2199
H  -1.6554  0.8400  3.8231
H  -1.4500  1.9197  5.2116
H  -1.1849  -1.5405  4.3138
H  -0.6267  -2.1097  5.6918
C  -1.1048  -2.0726  -5.6264
O  -0.0978  -3.0578  -5.5714
C  -0.2428  -4.0454  -6.5602
C  1.1111  -4.6752  -6.8456
C  2.1079  -3.6124  -7.3489
N  0.9594  -5.7416  -7.8486
H  -1.0727  -1.4285  -4.7459
H  -2.1113  -2.4766  -5.7456
H  -0.8848  -1.3912  -6.4575
H  -1.0205  -4.7639  -6.2723
H  -0.6594  -3.7048  -7.5208
H  1.5007  -5.1186  -5.9299
H  2.2047  -2.7394  -6.7006
H  1.8226  -3.2114  -8.3256
H  3.1059  -4.0384  -7.4703
H  0.8746  -5.3433  -8.7821
H  1.8751  -6.1817  -7.9259
C  -1.1454  -0.6924  -1.8322
O  -0.7869  -0.3330  -0.5114
C  -0.1970  -1.4239  0.1842
C  -0.2128  -1.0562  1.6895
C  0.8854  -0.0404  1.9439
N  -0.0637  -2.2574  2.4997
H  -0.2280  -0.8956  -2.4008
H  -1.6393  0.1393  -2.3339
H  -1.7958  -1.5722  -1.8348
H  -0.7477  -2.3645  0.0923
H  0.8412  -1.5027  -0.1614
H  -1.1670  -0.5814  1.9140
H  0.7303  0.8100  1.2803
H  1.8549  -0.4641  1.6596
H  0.9419  0.2886  2.9827
H  -0.7003  -3.0298  2.2589
H  0.8409  -2.6813  2.2537
C  -1.9547  3.2590  -4.0372
O  -3.3300  3.0565  -3.7759
C  -3.6033  2.6786  -2.4338
C  -5.0547  2.7706  -2.0265
C  -5.5476  4.2058  -2.2830
N  -5.2077  2.4226  -0.6135
H  -1.6162  4.1610  -3.5112
H  -1.8697  3.5835  -5.0734
H  -1.3300  2.4027  -3.7816
H  -3.3093  1.6256  -2.3254
H  -2.9678  3.3132  -1.8047
H  -5.6662  2.0706  -2.6033
H  -5.0408  4.9252  -1.6414
H  -6.6174  4.3165  -2.0925
H  -5.3302  4.4308  -3.3306
H  -6.1044  2.7839  -0.3004
H  -4.5604  3.0033  -0.0649
C  1.6253  -3.6685  -2.5229
O  2.3052  -3.8554  -1.3019
C  1.6429  -4.7136  -0.4043
C  2.5760  -4.9435  0.7740
N  2.5607  -3.7188  1.5552
C  3.2486  -3.7621  2.8471
C  3.5151  -2.3541  3.3459
O  4.2959  -1.6972  2.3668
C  4.7584  -0.4201  2.7858
H  1.7219  -2.6363  -2.8652
H  0.5406  -3.7655  -2.4008
H  1.9852  -4.3515  -3.2929
H  1.4400  -5.6850  -0.8835
H  0.6631  -4.3527  -0.0766
H  3.5545  -5.2289  0.3694
H  2.1574  -5.7174  1.4204
H  2.9896  -2.9769  1.0089
H  4.1694  -4.3531  2.7447
H  2.6403  -4.2575  3.6128
H  4.1032  -2.4576  4.2631
H  2.5295  -1.9005  3.4816
H  5.5380  -0.5819  3.5352
H  3.9270  0.1619  3.1859
H  5.1873  0.0935  1.9261
C  2.8978  1.5462  5.7626
O  4.1234  0.8732  5.6378
C  5.1361  1.3604  6.4820
C  6.4998  0.9433  5.9435
N  7.5815  1.6732  6.6196
C  8.8796  1.1529  6.2560
C  9.9897  2.1082  6.6770
O  10.0749  3.2204  5.7786
C  10.8801  4.2326  6.3642
H  2.9698  2.6303  5.6349
H  2.3565  1.3289  6.6910
H  2.2476  1.1390  4.9854
H  4.9732  0.9694  7.4929
H  5.1621  2.4561  6.5333
H  6.5316  1.2522  4.8863
H  6.6838  -0.1320  5.9340
H  7.5089  2.6166  6.2488
H  8.9434  0.9715  5.1721
H  9.0524  0.2148  6.7901
H  10.9539  1.5908  6.5689
H  9.9263  2.3970  7.7284
H  10.7647  5.0936  5.7029
H  11.9295  3.9321  6.4054
H  10.5414  4.5806  7.3433
C  -0.0712  -7.9029  1.3102
O  -1.1246  -7.2708  2.0346
C  -0.6755  -6.2597  2.9030
C  -1.8230  -5.2908  3.1402
N  -2.1240  -4.5075  1.9517
C  -3.3697  -3.7696  2.1873
C  -3.9216  -3.0489  0.9604
O  -4.7098  -1.9243  1.2508
C  -3.9495  -0.7603  1.4980
H  0.3431  -7.1837  0.5966
H  -0.5347  -8.7184  0.7642
H  0.7260  -8.2019  1.9942
H  0.1776  -5.6783  2.5345
H  -0.3383  -6.6689  3.8635
H  -1.5100  -4.5871  3.9223
H  -2.7089  -5.7706  3.5766
H  -2.2613  -5.1256  1.1568
H  -3.2649  -3.0782  3.0301
H  -4.1380  -4.4697  2.5489
H  -4.5324  -3.7514  0.3855
H  -3.1024  -2.8425  0.2544
H  -3.2788  -0.5681  0.6570
H  -3.3813  -0.7155  2.4334
H  -4.6707  0.0522  1.5946
C  -4.2874  8.6248  1.7133
O  -3.8290  7.3178  1.5431
C  -4.8631  6.3757  1.2296
C  -4.5776  5.0325  1.8316
N  -3.4329  4.4214  1.1505
C  -2.9025  3.2526  1.8295
C  -1.4799  2.9836  1.3713
O  -0.7128  4.1350  1.6745
C  0.6268  4.0308  1.2681
H  -3.4607  9.3040  1.9209
H  -4.9809  8.7127  2.5577
H  -4.7789  9.0353  0.8222
H  -4.8453  6.3330  0.1358
H  -5.8397  6.8175  1.4465
H  -5.4693  4.4053  1.7393
H  -4.3052  5.0744  2.8937
H  -2.7001  5.1072  1.0088
H  -3.5335  2.4073  1.5297
H  -2.9509  3.2272  2.9264
H  -1.4094  2.8427  0.2803
H  -1.0497  2.0442  1.7342
H  1.2279  4.8381  1.6796
H  0.6762  4.1540  0.1764
H  1.1519  3.0865  1.4421
C  -7.7309  -1.2505  -9.0152
O  -6.6743  -0.3829  -8.7218
C  -6.0506  0.1166  -9.8755
C  -4.8561  0.9612  -9.4986
N  -3.8516  0.0513  -8.8848
C  -2.9292  0.7815  -7.9890
C  -3.5198  0.9086  -6.5937
O  -3.6097  -0.3932  -6.0594
C  -4.0660  -0.3904  -4.7295
H  -7.5561  -2.0796  -9.7063
H  -8.6179  -0.6994  -9.3468
H  -8.0678  -1.7515  -8.1042
H  -6.7313  0.8270  -10.3787
H  -5.7792  -0.6273  -10.6291
H  -5.1559  1.7847  -8.8372
H  -4.3427  1.3789  -10.3686
H  -4.4141  -0.5940  -8.3388
H  -2.6639  1.7443  -8.4265
H  -1.9992  0.2121  -7.9453
H  -4.3896  1.5638  -6.4751
H  -2.7752  1.4239  -5.9609
H  -4.9733  0.1943  -4.5558
H  -3.3113  -0.0204  -4.0248
H  -4.2737  -1.4160  -4.4245

The value obtained for the frontier orbital gap is 0.33937 hartree. Its SMILES is COC[C@H](C)N.COC[C@H](C)N.COC[C@H](C)N.COC[C@H](C)N.COC[C@H](C)N.COCCNCCOC.COCCNCCOC.COCCNCCOC.COCCNCCOC.COCCNCCOC.



Which of the structures shown above is the most stable? The most stable is #two.